A molecular structure, C43H63AsN2OPSSi2Tl at a distorted geometry, computed with ωB97M-V with the def2-TZVPD basis set.

Geometry as XYZ:
```
115
Properties=species:S:1:pos:R:3:forces:R:3:mulliken_charge:R:1
Tl -0.680282 -0.253095 -1.750736 -0.3480 -0.0073 0.0543 1.40
C -2.912673 -4.958005 -0.023799 0.1353 -0.1722 0.1205 -0.69
C -1.702358 -5.848561 -0.293399 -0.1191 0.2864 0.0344 -0.42
C -0.863536 -5.381313 -1.476166 0.4014 0.1762 0.3185 -0.80
S 0.251664 -3.918957 -1.268744 0.2279 -1.2163 0.3818 0.19
O -0.647693 -2.715786 -1.130369 -0.6103 1.4117 -0.1907 -0.61
C 0.927949 -4.202815 0.435007 -0.0995 0.1924 -0.4635 -1.27
C 0.165160 -3.445263 1.509070 -0.0553 0.0352 0.0694 1.48
C 0.745453 -3.750543 2.887278 0.0135 0.0467 -0.1659 -1.61
H -3.418379 -5.299224 0.878342 -0.1136 0.0554 -0.0145 0.39
H -3.612461 -5.014798 -0.853856 -0.1238 0.0347 -0.0752 0.41
H -2.623788 -3.916602 0.108707 -0.0001 0.0620 0.0127 -0.26
H -2.047240 -6.862157 -0.520048 0.0898 0.0681 0.0055 0.46
H -1.092482 -5.929299 0.608204 0.0300 -0.0752 -0.0413 0.17
H -1.499659 -5.118750 -2.322738 0.1136 0.0953 -0.0964 0.50
H -0.178244 -6.167869 -1.794837 0.1064 0.0177 -0.1008 0.46
H 1.968562 -3.870752 0.398249 -0.0308 -0.0322 -0.0708 0.54
H 0.926023 -5.274801 0.618251 0.0326 -0.1143 -0.0741 0.63
H -0.888256 -3.724134 1.492156 -0.0373 0.0514 -0.0561 0.08
H 0.217896 -2.372001 1.292139 -0.0705 -0.0872 0.0363 -0.77
H 0.727528 -4.821802 3.073425 -0.0067 -0.0982 0.1102 0.53
H 0.171796 -3.257983 3.670753 0.0100 0.0140 0.0258 0.35
H 1.781006 -3.419637 2.957617 0.0837 -0.0060 0.0661 0.34
C 1.850340 0.943508 2.102346 -0.5095 -0.3047 -0.2877 -1.07
C 2.480844 -0.285417 2.714698 -0.1315 0.1553 0.4035 -0.81
As 2.532960 -0.150518 4.717000 0.3749 -0.2948 -0.0170 0.15
C 0.635552 0.178970 5.058759 0.1039 0.0327 -0.1234 -0.12
C 0.275022 0.790864 6.257455 0.2168 -0.0151 -0.0271 -0.38
C -1.056438 1.001044 6.572356 -0.0873 -0.0645 -0.0109 -0.64
C -2.049251 0.591133 5.694826 0.0033 0.0345 0.0150 -0.69
C -1.704075 -0.042167 4.513977 -0.0900 -0.0224 0.0477 -0.80
C -0.373008 -0.257324 4.204685 0.1958 0.0397 -0.0741 0.18
C 3.259870 1.669657 4.812173 -0.3697 -0.1968 -0.0509 0.09
C 2.464478 2.808886 4.800295 -0.0892 -0.0498 -0.0851 0.19
C 3.048084 4.063132 4.802566 -0.0271 0.1427 0.0324 -0.72
C 4.426511 4.191227 4.833702 0.0649 -0.0387 -0.0110 -0.50
C 5.225703 3.058562 4.857576 -0.0071 0.1315 0.0091 -0.65
C 4.642336 1.804301 4.852880 0.0185 -0.3128 -0.0219 -0.46
P 1.266367 0.627033 0.351484 0.5219 0.8808 -0.1082 1.10
C 2.887541 0.476895 -0.468185 -0.4734 -0.2310 -0.0861 1.05
C 3.205312 -0.778940 -0.978832 -0.0828 0.1453 0.1275 -1.22
C 4.451609 -1.012016 -1.529827 0.1868 -0.1198 -0.0375 -0.44
C 5.379033 0.014364 -1.595109 -0.0653 -0.0485 0.0040 -0.58
C 5.070173 1.264508 -1.078657 0.1015 0.0870 -0.0148 -0.89
C 3.834529 1.495332 -0.500963 -0.0605 0.0580 0.0563 -0.41
C 0.581436 2.282573 -0.038743 -0.0684 -0.3274 -0.1411 0.18
C -0.519815 2.650046 0.737371 0.0665 -0.1304 0.0396 -0.87
C -1.168115 3.849835 0.521208 -0.0619 0.0699 -0.0619 -0.88
C -0.737304 4.690424 -0.495346 0.0238 -0.0472 -0.0043 -0.70
C 0.324612 4.311475 -1.300558 -0.0823 0.0863 -0.0607 -0.79
C 0.978995 3.108549 -1.085404 0.0524 -0.1318 0.0743 -0.43
H 2.558900 1.778302 2.067381 -0.1772 -0.0364 -0.1592 0.64
H 0.975374 1.263601 2.673910 0.0837 0.0403 -0.0817 0.56
H 3.500699 -0.430871 2.354783 0.0040 -0.0189 0.1110 0.63
H 1.915453 -1.182704 2.465173 -0.0024 -0.1292 0.0762 -0.29
H 1.053661 1.104560 6.944223 -0.0710 0.0493 0.0446 0.49
H -1.328248 1.470359 7.504867 0.0213 0.0767 0.0994 0.42
H -3.088148 0.753902 5.931731 -0.1300 0.0338 0.0794 0.43
H -2.472781 -0.379890 3.836639 -0.1202 -0.0686 -0.0758 0.56
H -0.128214 -0.771887 3.284017 0.0353 -0.0410 -0.1108 0.65
H 1.385048 2.723161 4.793322 -0.0172 0.0064 -0.0212 0.32
H 2.423880 4.943949 4.785129 -0.0532 0.0957 0.0365 0.42
H 4.877507 5.170095 4.856074 0.0628 0.1308 -0.0209 0.42
H 6.298915 3.156137 4.893492 0.1379 -0.0034 0.0199 0.43
H 5.264907 0.916694 4.893505 0.0331 0.0288 -0.0048 0.40
H 2.463834 -1.568629 -0.941710 -0.0167 -0.1142 0.0092 0.56
H 4.701807 -1.990730 -1.908899 0.0365 -0.1330 -0.0586 0.47
H 6.343581 -0.163533 -2.041633 0.1635 -0.0097 -0.0208 0.47
H 5.805513 2.054043 -1.117721 0.0333 0.0869 0.0124 0.47
H 3.604539 2.462866 -0.072936 0.0376 0.0463 -0.0110 0.47
H -0.861659 1.987009 1.522327 -0.0657 -0.0121 0.1483 0.37
H -2.005401 4.131328 1.141151 -0.0728 0.0459 0.0944 0.55
H -1.228762 5.635767 -0.655479 -0.0674 0.1421 -0.0492 0.45
H 0.645096 4.958615 -2.101572 0.0684 0.0822 -0.0950 0.49
H 1.804626 2.824873 -1.721738 0.0882 -0.0130 -0.0649 0.44
C 3.836962 -0.247478 -5.917668 0.6684 -0.2347 -0.2125 -0.84
N 2.505981 -0.121213 -5.384295 -0.4694 0.0345 0.3874 0.14
C 1.379398 0.208817 -6.074146 -0.5075 0.1011 -0.0929 -0.76
C 0.352892 0.182388 -5.178017 0.0252 0.0323 -0.3652 -0.45
N 0.836914 -0.163737 -3.950036 -0.2113 -0.1250 0.8731 0.33
C 2.133985 -0.339184 -4.115622 0.1438 -0.0637 0.2900 -0.43
H 3.902666 0.286359 -6.863635 -0.0168 0.0121 0.0919 0.32
H 4.083178 -1.297162 -6.090412 -0.0387 0.0941 -0.0172 0.31
H 4.558975 0.172162 -5.218160 -0.0496 0.0260 -0.0535 0.34
H 1.390045 0.434206 -7.119388 0.0393 0.0469 -0.2486 0.44
H -0.682867 0.386367 -5.335727 -0.2660 0.0685 -0.1533 0.34
H 2.817142 -0.612338 -3.338914 0.2257 -0.0233 0.0738 0.22
C -3.212394 -0.506112 0.959564 -0.3541 0.2145 -0.7320 -0.70
Si -4.169733 -0.191452 -0.661786 -0.2021 -0.6378 0.6785 -0.24
C -5.791214 0.767086 -0.342264 0.7805 -0.2458 -0.3219 -1.14
C -4.448061 -1.831912 -1.570321 0.0821 0.7699 0.2139 -0.80
C -3.141246 1.017684 -1.714098 0.3731 -0.5324 -0.1962 0.15
Si -3.312178 1.439611 -3.562892 0.0821 0.1736 -0.9364 -0.03
C -5.002495 2.299320 -3.791193 0.6866 -0.4256 0.4130 -1.09
C -3.262509 -0.183121 -4.568581 0.0090 0.6336 0.4602 -0.92
C -1.887634 2.640180 -3.970898 -0.5822 -0.5334 0.1368 -0.69
H -3.780385 -1.165550 1.608930 -0.1444 -0.1494 0.0785 0.56
H -3.024748 0.411508 1.508801 0.0177 0.2237 0.0582 0.26
H -2.254860 -0.985948 0.761814 0.1574 -0.1464 -0.0384 0.01
H -6.378227 0.231425 0.395433 -0.0599 -0.1989 0.1840 0.41
H -6.383988 0.846797 -1.245372 -0.1218 0.0030 -0.2156 0.35
H -5.613200 1.767955 0.034480 0.0771 0.1887 0.1040 0.38
H -4.975683 -2.536060 -0.934747 -0.0658 -0.0723 0.2184 0.43
H -3.504369 -2.286975 -1.856885 0.2272 -0.0981 -0.0193 0.21
H -5.048034 -1.703910 -2.464445 -0.1163 0.0706 -0.1955 0.41
H -2.768466 1.864227 -1.141755 0.2428 0.1620 0.2230 0.20
H -5.825487 1.605955 -3.661261 -0.1394 -0.1740 0.0272 0.34
H -5.056252 2.696387 -4.799521 0.0903 0.0514 -0.2328 0.39
H -5.139015 3.123080 -3.099966 -0.0014 0.1892 0.1322 0.38
H -4.199023 -0.724146 -4.468017 -0.1451 -0.0555 0.0782 0.43
H -2.464772 -0.846927 -4.237680 0.1100 -0.0883 0.0016 0.19
H -3.125385 0.003950 -5.630717 0.0521 0.1255 -0.1267 0.48
H -2.009943 3.584812 -3.448918 -0.0925 0.1181 0.1815 0.38
H -1.857847 2.869158 -5.032046 -0.0344 -0.0280 -0.2222 0.44
H -0.917540 2.234979 -3.693917 0.1623 -0.0584 0.0454 0.06
```
Forces are in eV/Å.

Summary:
- LUMO energy: -0.2867 Eh
- HOMO level: -12.04 eV
- Energy above the lowest of the compared OMol25 structures with the same formula, charge and spin: 138.8 kJ/mol
- HOMO-LUMO gap: 4.24 eV
- Net charge: +2